ORCA calculation (the ωB97M-V functional and the def2-TZVPD basis) on a cluster of 2 separate species, CH7NOS2 in total.

The geometry in XYZ format:
```
12
Properties=species:S:1:pos:R:3:forces:R:3
N 1.614042 0.141390 -0.401254 1.532 1.848 -0.148
C 1.041680 1.013003 0.614694 -1.785 -0.487 -0.133
O -0.195743 1.565136 -0.039222 1.150 0.611 1.063
H 0.855662 -0.301718 -0.893950 -0.534 -0.382 0.332
H 1.881866 0.846495 -1.100398 0.520 -0.716 -0.108
H 0.849379 0.329789 1.518004 -0.506 1.494 -1.189
H 1.606065 1.930063 0.936534 0.186 -1.384 -0.438
H 0.122447 2.378227 -0.504342 -0.577 -0.982 0.619
S -2.776494 -1.914937 -0.896472 0.559 -0.097 -0.732
S -2.442915 -1.928676 1.175128 1.557 -0.067 -0.493
H -1.452483 -2.124868 -1.222971 -1.104 0.077 0.084
H -1.103503 -1.933903 0.814246 -0.999 0.083 1.144
```
Forces are in eV/Å.

Computed properties:
frontier orbital gap = 8.66 eV
LUMO energy = 0.008 Ha
largest force on an atom = 2.4 eV Å⁻¹
SMILES = NCO.SS
total charge = 0
energy = -968.6032 Eh
relative energy (zero: lowest compared OMol25 entry of this formula, charge and spin) = 1.2371 eV